81
Properties=species:S:1:pos:R:3:forces:R:3 method="wB97M-V/def2-TZVPD" charge=+2 e_homo_ev="-12.92 / -14.36" total_energy_ha=-2912.1008 spin_multiplicity=3 s_squared=2.01
Pt 0.149289 0.110254 -1.440453 0.2 0.0 -0.5
O 0.966128 3.657250 -2.315040 0.1 0.1 -0.3
S 0.295553 2.696469 -1.448989 -0.1 -0.1 0.7
C 0.992904 2.873552 0.219976 0.0 -0.2 -0.2
C 0.826533 4.072797 0.895481 0.0 0.1 0.0
C 1.449740 4.258694 2.119042 0.0 0.0 0.0
C 2.259382 3.262957 2.648643 0.0 -0.1 0.1
C 2.444457 2.074713 1.960716 -0.1 0.0 -0.1
C 1.794217 1.862176 0.746296 0.1 -0.1 0.0
P 2.099963 0.341122 -0.201971 -0.1 0.4 0.6
C 3.713444 0.638135 -0.950403 -0.2 -0.3 -0.1
C 4.876096 0.363590 -0.229745 0.0 0.0 0.0
C 6.102103 0.717416 -0.766733 0.0 0.0 0.1
C 6.169745 1.335211 -2.009109 0.0 0.0 0.0
C 5.010675 1.607279 -2.722370 0.0 0.0 -0.1
C 3.778047 1.256191 -2.197827 -0.1 -0.1 0.1
C 2.207537 -1.042336 0.944401 0.1 -0.1 -0.1
C 1.450972 -1.086930 2.116897 0.0 0.1 -0.1
C 1.473645 -2.226864 2.905078 0.0 0.0 0.0
C 2.219522 -3.332430 2.516065 0.0 0.0 0.0
C 2.949190 -3.301756 1.333965 0.0 -0.1 0.0
C 2.943045 -2.162384 0.546838 0.1 0.1 0.0
C -1.365373 3.275877 -1.098524 0.0 -0.5 0.0
C -1.717203 4.584666 -1.370845 0.2 0.1 -0.1
C -2.986835 5.020401 -1.021688 0.0 0.0 0.0
C -3.874548 4.155319 -0.393983 -0.1 0.0 0.0
C -3.519914 2.837391 -0.149741 0.1 0.0 0.0
C -2.258310 2.378850 -0.521837 0.0 -0.1 0.0
P -1.880456 0.602091 -0.439201 -0.2 0.1 0.2
C -3.208438 -0.170821 -1.388036 0.2 -0.1 0.1
C -4.436170 -0.480497 -0.802541 0.1 0.0 0.0
C -5.462085 -0.969195 -1.594009 -0.1 0.0 0.1
C -5.265459 -1.155527 -2.955999 0.0 0.0 0.0
C -4.040037 -0.858739 -3.537189 0.0 0.0 -0.1
C -3.008858 -0.367591 -2.754720 0.0 0.0 0.1
C -2.023400 0.095897 1.279152 0.0 -0.1 -0.1
C -1.843993 1.000242 2.324402 0.0 0.0 -0.1
C -1.936040 0.556180 3.634538 0.1 0.0 0.1
C -2.199806 -0.780308 3.901866 0.0 0.0 0.0
C -2.355893 -1.687983 2.860909 0.0 0.0 0.0
C -2.260544 -1.254650 1.550170 0.0 0.1 0.0
H 0.224329 4.865409 0.470483 0.0 0.0 0.0
H 1.315583 5.190186 2.652145 0.0 0.0 0.0
H 2.757143 3.410538 3.597918 0.0 0.0 0.0
H 3.102613 1.313812 2.359897 0.0 0.0 0.1
H 4.822788 -0.118959 0.738154 0.0 0.0 0.0
H 7.007135 0.511786 -0.210973 0.0 0.0 0.0
H 7.131799 1.603711 -2.424206 0.0 0.0 0.0
H 5.064235 2.094952 -3.686113 0.0 0.0 0.0
H 2.870080 1.466941 -2.751873 0.0 0.0 0.0
H 0.847826 -0.235929 2.410036 0.0 0.0 0.1
H 0.913977 -2.243776 3.831134 0.0 0.0 0.0
H 2.234878 -4.218440 3.137175 0.0 0.0 0.0
H 3.529194 -4.163807 1.031398 0.0 0.0 0.0
H 3.516375 -2.132028 -0.372971 0.0 0.0 0.0
H -1.006802 5.243293 -1.856561 0.0 0.0 0.0
H -3.281040 6.037722 -1.240816 0.0 0.0 0.0
H -4.862415 4.498804 -0.117495 0.0 0.0 0.0
H -4.227009 2.163732 0.316027 -0.1 0.0 0.0
H -4.580526 -0.345697 0.261969 -0.1 0.0 0.0
H -6.417987 -1.205937 -1.145993 0.0 0.0 0.0
H -6.070451 -1.537839 -3.569087 0.0 0.0 0.0
H -3.894965 -1.011110 -4.598159 0.0 0.0 0.0
H -2.046493 -0.129717 -3.199623 0.0 0.0 -0.1
H -1.647206 2.044803 2.111584 0.0 0.0 0.0
H -1.808500 1.257435 4.448569 0.0 0.0 0.0
H -2.292903 -1.113418 4.927183 0.0 0.0 0.0
H -2.560984 -2.728389 3.076242 0.0 0.0 0.0
H -2.394646 -1.950724 0.729143 0.0 0.0 0.0
C 0.153742 -4.841768 -2.397465 0.0 0.0 -0.1
N 0.146504 -4.268883 -1.054446 0.0 0.1 -0.2
C 0.007365 -5.194045 0.058446 -0.1 -0.1 0.1
C 0.165167 -2.964341 -0.881358 0.1 -0.3 0.4
O 0.210173 -2.141315 -1.821920 -0.1 0.6 -0.1
H 0.701170 -5.781270 -2.382185 0.0 0.0 0.0
H 0.629290 -4.150076 -3.086317 0.0 0.0 0.0
H -0.864849 -5.030915 -2.740573 0.0 0.0 0.1
H -0.956974 -5.700867 -0.000590 0.0 0.0 0.0
H 0.078263 -4.663151 1.006262 0.0 0.0 0.0
H 0.796010 -5.944061 0.013304 0.0 0.0 0.0
H 0.159289 -2.643386 0.168190 -0.1 0.0 -0.1